{
  "formula": "C36H74Cl4F6KN6O12P2",
  "method": "wB97M-V/def2-TZVPD",
  "elements": ["K", "C", "O", "O", "C", "F", "F", "F", "C", "C", "H", "H", "H", "H", "H", "H", "C", "O", "O", "C", "F", "F", "F", "C", "C", "H", "H", "H", "H", "H", "H", "Cl", "C", "C", "Cl", "H", "H", "H", "H", "Cl", "C", "C", "Cl", "H", "H", "H", "H", "O", "P", "N", "C", "C", "N", "C", "C", "N", "C", "C", "H", "H", "H", "H", "H", "H", "H", "H", "H", "H", "H", "H", "H", "H", "H", "H", "H", "H", "O", "P", "N", "C", "C", "N", "C", "C", "N", "C", "C", "H", "H", "H", "H", "H", "H", "H", "H", "H", "H", "H", "H", "H", "H", "H", "H", "H", "H", "O", "C", "O", "C", "C", "C", "H", "H", "H", "H", "H", "H", "O", "C", "O", "C", "C", "C", "H", "H", "H", "H", "H", "H", "O", "C", "O", "C", "C", "C", "H", "H", "H", "H", "H", "H"],
  "coordinates": [[1.47531, 4.45756, -2.31077], [0.91220, 2.21929, 0.31198], [1.68319, 1.89913, -0.96237], [0.52475, 3.58508, 0.39481], [-0.14216, 1.14552, 0.65461], [-1.24305, 1.18823, -0.04740], [0.27132, -0.14012, 0.56449], [-0.58733, 1.24841, 1.90024], [2.76707, 0.98585, -0.78055], [3.60696, 1.18878, -2.01889], [4.44420, 0.50100, -2.13761], [2.94490, 1.13238, -2.88295], [3.95079, 2.22283, -1.99376], [2.53016, -0.06868, -0.63929], [3.59659, 1.05737, -0.07708], [1.68432, 2.22654, 1.08131], [5.75682, 4.82586, -1.97416], [5.30370, 3.75130, -2.80167], [4.97164, 4.82780, -0.81285], [7.26276, 4.51540, -1.70801], [7.64143, 3.28788, -2.01300], [8.04338, 5.41804, -2.38283], [7.71380, 4.74351, -0.42566], [5.62047, 3.62094, -4.22244], [5.06664, 2.32329, -4.94020], [4.04534, 2.40955, -5.31113], [5.68342, 2.06338, -5.80051], [5.24644, 1.54581, -4.19770], [6.69856, 3.46060, -4.21203], [5.44937, 4.55793, -4.75242], [5.55306, 5.74361, -2.52579], [6.32441, -2.22670, -0.53309], [7.42747, -0.89998, -0.85388], [7.80006, -0.97656, -2.32881], [8.77490, 0.48024, -2.72823], [8.26496, -0.84350, -0.15852], [6.89839, 0.01976, -0.60436], [6.80085, -0.92445, -2.76123], [8.35086, -1.89238, -2.54328], [-4.96305, 3.40877, -0.56753], [-4.75781, 1.84202, -1.25617], [-3.70456, 1.73782, -2.35646], [-4.34455, 2.53983, -3.80239], [-5.73307, 1.39754, -1.45471], [-4.47357, 1.23408, -0.39727], [-3.47268, 0.71313, -2.64691], [-2.82401, 2.21168, -1.92267], [-3.86191, -1.93919, -1.70369], [-2.99102, -3.10440, -2.10656], [-1.57963, -3.11015, -1.10539], [-0.18587, -3.68639, -1.30114], [-1.72838, -2.70874, 0.32804], [-2.53126, -3.27664, -3.75962], [-1.53366, -2.35792, -4.26602], [-3.57291, -3.67780, -4.70348], [-3.79337, -4.59289, -1.81921], [-4.67337, -4.75999, -0.66314], [-3.33131, -5.89111, -2.26603], [0.39113, -3.97590, -0.42287], [0.35357, -2.90034, -1.82956], [-0.26802, -4.62497, -1.84924], [-2.42468, -1.89376, 0.52572], [-0.79703, -2.43813, 0.82551], [-1.92109, -3.60253, 0.92141], [-1.67470, -2.32206, -5.34627], [-1.82075, -1.39769, -3.83750], [-0.49756, -2.67146, -4.13844], [-3.23238, -4.40107, -5.44444], [-4.49618, -3.96013, -4.19756], [-3.85589, -2.82605, -5.32199], [-4.13212, -4.66388, 0.27808], [-5.42090, -3.96678, -0.65235], [-5.24826, -5.68419, -0.60454], [-2.59528, -5.76183, -3.05953], [-4.05474, -6.56303, -2.72785], [-2.93018, -6.44795, -1.41921], [-5.87037, 0.85221, 4.83471], [-5.55736, -0.39872, 4.01189], [-6.56519, -1.79557, 4.39252], [-7.17999, -2.58217, 3.38921], [-7.08495, -2.02445, 5.71514], [-3.89715, -0.98417, 4.16586], [-2.75892, -0.21336, 3.64096], [-3.51086, -2.21702, 4.83737], [-5.82599, -0.17984, 2.32730], [-6.94867, 0.63189, 1.77206], [-4.98310, -0.79102, 1.32721], [-7.35498, -3.60722, 3.71592], [-6.57593, -2.72978, 2.49399], [-8.10793, -2.10134, 3.07966], [-6.81947, -3.05042, 5.97011], [-8.16228, -1.96940, 5.87143], [-6.52528, -1.42678, 6.43461], [-3.05038, 0.81741, 3.43936], [-2.02224, -0.15475, 4.44219], [-2.25855, -0.60331, 2.75458], [-2.85302, -2.85892, 4.25145], [-2.86734, -2.08319, 5.70691], [-4.36301, -2.76469, 5.23986], [-7.17566, 1.22670, 2.65681], [-6.66550, 1.24016, 0.91303], [-7.74663, -0.06109, 1.50533], [-4.02892, -0.26458, 1.34912], [-5.32769, -0.63386, 0.30512], [-4.82426, -1.86243, 1.44946], [-0.28898, 3.58502, -4.55764], [-0.02794, 2.40700, -4.75727], [1.11621, 1.85059, -4.31447], [1.31354, 0.52276, -4.88668], [0.35572, 0.39346, -6.04949], [-0.76583, 1.43504, -5.68248], [1.31019, -0.26367, -4.13195], [2.32385, 0.58131, -5.29159], [0.03964, -0.64927, -6.01946], [0.80079, 0.59129, -7.02462], [-1.53521, 1.00873, -5.03874], [-1.06657, 2.07056, -6.51542], [-0.33571, 1.49352, 4.76161], [0.49296, 0.66380, 5.15462], [1.26447, 0.74597, 6.34182], [2.25023, -0.24677, 6.48107], [2.22543, -0.97385, 5.17585], [0.85912, -0.66975, 4.47777], [2.15084, -0.86058, 7.37632], [3.21334, 0.25922, 6.54813], [2.38365, -2.03603, 5.36252], [3.10866, -0.67465, 4.61151], [0.22311, -1.54406, 4.61625], [0.85637, -0.50808, 3.39984], [2.76697, 3.41189, 3.26410], [3.91967, 3.69683, 3.44550], [4.38405, 4.33940, 4.51134], [5.78558, 4.21774, 4.61029], [6.12057, 3.05635, 3.67868], [5.12623, 3.21465, 2.62799], [6.18014, 4.09339, 5.61873], [6.24774, 5.12013, 4.21001], [6.21687, 2.13455, 4.25236], [7.14182, 3.17460, 3.31651], [4.84480, 2.34755, 2.03047], [5.47245, 4.04264, 2.00937]],
  "mulliken_charge": [0.962, 0.087, -0.300, -0.998, 0.863, -0.260, -0.398, -0.251, -0.210, 0.121, 0.279, -0.246, -0.022, 0.251, 0.012, 0.074, -0.011, -0.102, -0.257, 0.684, -0.109, -0.302, -0.296, -0.494, -0.715, 0.090, 0.493, 0.050, 0.313, 0.375, 0.317, -0.189, -0.388, -0.380, -0.181, 0.419, 0.125, 0.230, 0.360, -0.188, 0.123, 0.480, -0.223, 0.500, -0.585, -0.278, 0.155, -0.660, -0.022, 0.810, -1.150, -1.079, 0.255, -1.329, -1.209, 0.270, -1.033, -1.123, 0.462, 0.217, 0.317, -0.154, 0.565, 0.450, 0.653, 0.384, 0.197, 0.283, 0.427, 0.475, 0.294, 0.283, 0.434, 0.361, 0.277, 0.392, -0.842, 0.376, 0.397, -0.887, -1.200, 0.383, -1.144, -0.963, 0.499, -1.000, -1.424, 0.372, 0.129, 0.274, 0.418, 0.350, 0.311, 0.319, 0.487, 0.099, 0.307, 0.334, 0.249, 0.373, 0.233, 0.318, 0.009, 0.820, 0.347, -0.703, 0.355, -0.111, -0.257, -0.550, -0.085, 0.237, 0.212, 0.223, 0.301, -0.032, 0.382, -0.521, 0.684, -0.431, -0.352, -0.593, 0.241, 0.294, 0.234, 0.349, 0.217, 0.240, -0.267, -0.478, 0.492, -0.412, -0.491, -0.705, 0.356, 0.352, 0.268, 0.321, 0.310, -0.080, 0.035],
  "homo_energy_ev": [-6.75, -6.75],
  "e_lumo_ev": [-0.49, -3.35],
  "multiplicity": 2,
  "total_charge": 0,
  "gap_ev": [6.3, 3.4]
}

{
  "formula": "C4H8N",
  "method": "wB97M-V/def2-TZVPD",
  "elements": ["C", "C", "C", "C", "N", "H", "H", "H", "H", "H", "H", "H", "H"],
  "coordinates": [[-2.56707, -0.22416, 0.36728], [-1.61061, 0.35841, -0.35484], [-0.20739, -0.00319, -0.05351], [2.22908, -0.26547, 0.09062], [1.02982, 0.38976, -0.37170], [-2.30123, -0.92054, 1.02866], [-3.51486, 0.08863, 0.10361], [-1.81975, 1.10633, -1.06269], [-0.11977, -0.82898, 0.64188], [2.87063, 0.58363, 0.29991], [2.14860, -0.57273, 1.08840], [2.63974, -0.93776, -0.73345], [1.22280, 1.22606, -1.04417]],
  "mulliken_charge": [-0.872, 0.276, -0.091, -0.848, -0.132, 0.388, 0.324, 0.366, 0.231, 0.354, 0.380, 0.295, 0.330],
  "homo_energy_ev": [-11.92, -16.53],
  "e_lumo_ev": [-3.16, -8.71],
  "multiplicity": 3,
  "total_charge": 1,
  "gap_ev": [8.8, 7.8]
}